Here is a 9-piece molecular cluster, C17H54N2O11 overall from OMol25. Energies are from the ωB97M-V functional and the def2-TZVPD basis.

Values from the calculation:
Energy relative to the best compared isomer or geometry (same formula, charge and spin), kJ/mol: 144.9
Gap between HOMO and LUMO, eV: 9.23
HOMO energy, eV: -8.97
SMILES: COC[C@H](C)N.COC[C@H](C)N.OCCO.OCCO.CO.CO.CO.CO.CO

ORCA input file:
```
! RIJCOSX wB97M-V def2-TZVPD def2/J DEFGRID3
* xyz 0 1
C 3.013 2.579 1.037
C 3.185 2.738 2.553
O 2.028 2.196 3.161
O 3.261 1.231 0.626
H 3.628 3.280 0.466
H 1.988 2.795 0.722
H 3.308 3.781 2.853
H 4.102 2.277 2.938
H 1.919 1.270 2.922
H 2.460 0.705 0.769
C -1.460 3.409 -2.258
C -2.567 3.410 -3.302
O -2.175 3.048 -4.592
O -1.994 3.630 -0.971
H -0.768 4.217 -2.524
H -0.861 2.497 -2.306
H -3.079 4.387 -3.273
H -3.452 2.868 -2.950
H -1.521 3.681 -4.906
H -1.873 4.493 -0.575
C -4.245 1.793 0.586
O -4.767 0.725 1.345
H -4.314 2.820 0.926
H -3.194 1.564 0.353
H -4.583 1.686 -0.455
H -4.973 -0.020 0.782
C -0.064 0.540 0.357
O 0.843 -0.071 1.304
H -0.843 1.080 0.892
H 0.557 1.170 -0.279
H -0.542 -0.186 -0.307
H 0.214 -0.624 1.809
C -2.175 1.758 3.746
O -1.362 1.747 4.926
H -2.213 2.839 3.583
H -1.671 1.388 2.853
H -3.183 1.380 3.898
H -1.554 0.973 5.461
C 2.377 -0.670 4.837
O 2.798 -2.016 5.000
H 3.289 -0.086 4.696
H 1.808 -0.493 3.918
H 1.726 -0.370 5.654
H 2.787 -2.511 4.181
C 2.688 2.562 -2.402
O 3.504 1.429 -2.125
H 1.608 2.440 -2.249
H 3.101 3.443 -1.913
H 2.640 2.704 -3.486
H 3.532 1.341 -1.155
C -0.216 -3.684 3.533
C -0.595 -3.220 2.132
C -1.654 -4.147 1.517
O -2.044 -3.613 0.278
C -2.517 -4.557 -0.648
N -1.214 -1.872 2.365
H 0.359 -2.930 4.072
H 0.265 -4.659 3.641
H -1.097 -3.772 4.180
H 0.243 -3.101 1.446
H -2.501 -4.267 2.203
H -1.201 -5.142 1.415
H -3.619 -4.554 -0.679
H -2.258 -5.592 -0.428
H -2.348 -4.285 -1.691
H -2.054 -1.912 2.927
H -1.482 -1.730 1.385
C 0.681 -1.594 -5.764
C 1.106 -0.556 -4.752
C 0.850 -1.099 -3.333
O 1.737 -2.077 -2.824
C 1.302 -2.563 -1.555
N 2.492 -0.146 -4.994
H 1.253 -2.515 -5.885
H 0.793 -1.110 -6.740
H -0.331 -1.904 -5.502
H 0.469 0.329 -4.695
H -0.189 -1.437 -3.206
H 0.887 -0.236 -2.645
H 1.296 -1.852 -0.724
H 2.190 -3.153 -1.307
H 0.435 -3.220 -1.611
H 3.134 -0.930 -5.080
H 2.895 0.271 -4.156
*
```

Here is a 9-piece molecular cluster, C17H54N2O9 overall from OMol25. Energies are from the ωB97M-V functional and the def2-TZVPD basis.

Values from the calculation:
Energy relative to the best compared isomer or geometry (same formula, charge and spin), kJ/mol: 0.0
Gap between HOMO and LUMO, eV: 9.73
HOMO energy, eV: -9.40
SMILES: COC[C@H](C)N.COC[C@H](C)N.CCO.CCO.CO.CO.CO.CO.CO

ORCA input file:
```
! RIJCOSX wB97M-V def2-TZVPD def2/J DEFGRID3
* xyz 0 1
C 3.747 3.001 -1.623
C 2.256 3.169 -2.080
C 1.576 4.297 -1.315
O 1.594 4.019 0.089
C 0.510 3.150 0.321
N 2.127 3.344 -3.481
H 4.277 2.143 -2.020
H 3.753 2.900 -0.546
H 4.354 3.898 -1.811
H 1.765 2.248 -1.752
H 0.518 4.418 -1.596
H 2.086 5.240 -1.504
H 0.517 2.307 -0.363
H -0.439 3.694 0.117
H 0.434 2.844 1.366
H 2.390 2.446 -3.918
H 1.115 3.360 -3.622
C -2.130 -2.678 -3.141
C -2.881 -1.547 -2.415
C -3.290 -2.032 -1.047
O -3.850 -1.008 -0.299
C -4.250 -1.396 1.054
N -1.961 -0.440 -2.198
H -2.501 -3.679 -2.951
H -1.120 -2.716 -2.673
H -1.958 -2.540 -4.213
H -3.765 -1.255 -2.977
H -2.415 -2.436 -0.519
H -4.073 -2.794 -1.157
H -5.042 -0.734 1.365
H -3.435 -1.245 1.748
H -4.642 -2.401 0.986
H -2.541 0.326 -1.918
H -1.599 -0.160 -3.126
C -2.352 1.654 4.276
C -2.829 2.442 2.996
O -3.950 1.649 2.564
H -3.138 1.674 5.003
H -1.469 2.074 4.700
H -2.116 0.619 3.983
H -2.177 2.505 2.190
H -3.187 3.442 3.292
H -4.177 1.785 1.650
C 0.730 -0.497 2.038
C -0.390 -0.530 1.087
O 0.133 -0.390 -0.214
H 1.489 0.234 1.775
H 1.218 -1.452 1.992
H 0.258 -0.371 3.016
H -1.075 0.285 1.268
H -1.002 -1.449 1.206
H -0.628 -0.550 -0.869
C 3.460 2.643 2.745
O 3.350 4.037 2.598
H 2.519 2.165 3.050
H 3.851 2.125 1.856
H 4.194 2.459 3.534
H 2.813 4.228 1.801
C -1.656 -3.692 3.117
O -2.183 -4.047 1.834
H -2.101 -4.253 3.914
H -0.575 -3.799 3.220
H -1.884 -2.632 3.256
H -1.475 -4.649 1.524
C 3.403 -0.764 -0.432
O 2.470 -1.649 -1.004
H 3.148 0.233 -0.833
H 3.350 -0.807 0.638
H 4.406 -1.039 -0.778
H 1.600 -1.229 -0.816
C 1.844 -0.632 -3.703
O 1.295 0.060 -4.816
H 1.968 -1.725 -3.843
H 2.815 -0.131 -3.559
H 1.252 -0.465 -2.792
H 0.585 -0.575 -5.098
C 0.889 -4.087 -0.103
O 0.192 -5.227 0.419
H 0.114 -3.380 -0.135
H 1.753 -3.812 0.516
H 1.348 -4.217 -1.127
H 0.789 -6.007 0.282
*
```

Here is C17H56Fe2O21P as an isolated structure from OMol25. Energies are from the ωB97M-V functional and the def2-TZVPD basis.

Values from the calculation:
Gap between HOMO and LUMO (spin up / spin down), eV: 8.73 / 8.25
HOMO energy (spin up / spin down), eV: -11.30 / -11.14

ORCA input file:
```
! RIJCOSX wB97M-V def2-TZVPD def2/J DEFGRID3
* xyz 1 9
Fe -0.986 1.653 -1.164
Fe 1.749 0.567 1.182
P -0.188 -0.609 0.009
O -1.576 -0.040 -0.446
O 0.136 -0.538 1.500
O 0.567 0.681 -0.366
O 0.341 -1.767 -0.845
C 2.929 0.774 -2.773
C 4.383 1.195 -3.031
O 4.963 1.834 -1.879
O 2.911 -0.309 -1.776
H 2.504 0.469 -3.729
H 2.392 1.649 -2.406
H 4.365 1.846 -3.905
H 5.042 0.396 -3.371
H 5.762 2.310 -2.119
H 2.012 -0.557 -1.545
C -2.598 -3.681 -0.581
C -3.273 -3.031 -1.828
O -2.450 -1.962 -2.440
O -1.238 -4.033 -0.924
H -3.063 -4.636 -0.336
H -2.562 -3.004 0.273
H -4.221 -2.581 -1.532
H -3.592 -3.711 -2.618
H -2.247 -1.298 -1.777
H -0.734 -3.218 -0.983
C -1.765 1.392 -3.888
C -3.163 1.547 -3.152
O -2.935 2.327 -1.954
O -0.637 0.891 -3.114
H -1.521 2.351 -4.345
H -1.898 0.681 -4.704
H -3.622 0.578 -2.961
H -3.870 2.100 -3.770
H -3.757 2.760 -1.712
H -0.321 0.038 -3.420
C 3.406 -1.505 2.551
C 3.583 -0.238 3.389
O 2.525 0.701 3.285
O 2.871 -1.255 1.267
H 2.690 -2.208 2.975
H 4.362 -2.028 2.519
H 4.382 0.400 3.010
H 3.895 -0.467 4.408
H 2.406 1.102 4.149
H 2.878 -2.091 0.795
C -2.446 3.683 1.105
C -1.384 4.793 1.497
O -0.847 4.284 2.780
O -1.814 2.507 0.630
H -2.997 4.095 0.260
H -3.142 3.592 1.939
H -1.829 5.778 1.636
H -0.559 4.873 0.790
H -1.590 4.392 3.378
H -1.858 1.900 1.372
C 2.155 3.550 0.951
C 3.543 2.971 0.903
O 3.346 1.692 0.304
O 1.214 2.718 1.518
H 1.948 3.729 -0.104
H 2.225 4.527 1.430
H 3.974 2.749 1.879
H 4.237 3.591 0.335
H 3.884 1.614 -0.487
H 0.511 3.271 1.867
C -4.722 0.362 0.995
O -3.695 -0.629 0.976
H -5.404 0.186 0.163
H -5.362 0.419 1.875
H -4.366 1.368 0.776
H -2.860 -0.437 0.544
C -1.142 -3.337 2.818
O -0.228 -2.372 3.326
H -2.189 -3.034 2.831
H -0.939 -3.419 1.750
H -1.051 -4.312 3.296
H -0.101 -1.716 2.637
C 0.636 -2.950 -3.993
O 0.415 -1.579 -3.525
H -0.215 -3.510 -3.605
H 0.628 -2.982 -5.083
H 1.589 -3.342 -3.639
H 0.246 -1.679 -2.585
C -2.204 0.172 3.689
O -1.524 0.825 2.650
H -3.106 0.710 3.984
H -2.537 -0.821 3.388
H -1.533 0.084 4.543
H -0.934 0.254 2.152
C 1.905 -4.300 0.188
O 2.412 -3.237 -0.570
H 2.666 -4.952 0.617
H 1.348 -3.905 1.038
H 1.189 -4.960 -0.302
H 1.666 -2.692 -0.835
*
```

Here is C17H56N10O17 as an isolated structure from OMol25. Energies are from the ωB97M-V functional and the def2-TZVPD basis.

Values from the calculation:
Energy relative to the best compared isomer or geometry (same formula, charge and spin), kJ/mol: 667.7
Gap between HOMO and LUMO, eV: 7.71
HOMO energy, eV: -7.72

ORCA input file:
```
! RIJCOSX wB97M-V def2-TZVPD def2/J DEFGRID3
* xyz 0 1
C -3.211 2.727 0.819
O -2.001 2.908 0.667
N -3.749 1.915 1.777
N -4.137 3.600 0.286
H -4.693 1.615 1.649
H -3.048 1.487 2.374
H -3.893 4.307 -0.383
H -5.097 3.356 0.434
C 0.352 4.825 -1.012
O 1.107 5.560 -1.677
N 0.767 4.150 0.060
N -0.923 4.641 -1.462
H 1.674 4.466 0.347
H 0.130 3.723 0.715
H -1.444 3.987 -0.896
H -1.224 5.153 -2.264
C 5.612 -0.390 -0.408
O 5.788 -1.315 0.364
N 6.615 0.358 -0.961
N 4.366 0.014 -0.861
H 6.399 1.045 -1.655
H 7.561 0.024 -0.960
H 4.305 0.998 -1.052
H 3.541 -0.490 -0.577
C 4.301 2.283 -0.849
O 3.568 1.637 -0.100
N 5.610 2.577 -0.565
N 3.848 2.856 -2.004
H 6.121 3.081 -1.260
H 6.056 1.987 0.117
H 4.578 3.090 -2.645
H 2.859 2.901 -2.174
C 0.531 -0.235 0.661
O 1.580 -0.707 0.198
N -0.634 -0.990 0.804
N 0.343 1.076 0.865
H -0.530 -1.934 1.126
H -1.383 -0.738 0.181
H 1.229 1.561 0.758
H -0.554 1.534 0.781
C -1.447 -4.629 1.534
C -1.404 -6.130 1.287
O -2.620 -6.678 1.796
O -1.209 -4.487 2.950
H -2.419 -4.218 1.254
H -0.643 -4.131 0.996
H -0.587 -6.638 1.806
H -1.409 -6.402 0.222
H -2.689 -7.610 1.587
H -1.887 -5.050 3.346
C -4.281 -1.192 4.419
C -3.237 -1.610 3.386
O -2.279 -0.641 3.058
O -3.847 -1.333 5.758
H -5.274 -1.612 4.252
H -4.413 -0.117 4.262
H -3.785 -2.046 2.534
H -2.704 -2.541 3.611
H -1.359 -0.901 3.052
H -4.093 -2.175 6.147
C 0.983 0.902 -4.055
C 0.198 1.028 -2.746
O -0.962 1.858 -2.924
O 2.085 1.766 -4.228
H 0.309 0.816 -4.913
H 1.285 -0.155 -4.004
H 0.835 1.262 -1.889
H -0.264 0.055 -2.569
H -0.667 2.778 -2.936
H 2.854 1.223 -4.409
C 4.246 3.259 3.006
C 2.783 3.075 2.449
O 1.951 3.384 3.579
O 4.363 2.445 4.162
H 4.382 4.329 3.144
H 4.803 2.917 2.131
H 2.641 2.064 2.072
H 2.579 3.758 1.642
H 2.260 2.759 4.248
H 5.097 2.796 4.674
C -5.362 -1.753 -1.219
C -4.261 -2.795 -1.371
O -3.003 -2.144 -1.625
O -5.913 -1.366 -2.471
H -4.960 -0.861 -0.735
H -6.149 -2.164 -0.586
H -4.562 -3.415 -2.224
H -4.063 -3.488 -0.554
H -3.175 -1.636 -2.427
H -5.304 -0.781 -2.931
C -0.085 -3.386 -3.587
C 0.208 -2.963 -2.138
O 1.600 -2.788 -1.944
O 0.599 -2.588 -4.548
H -1.162 -3.462 -3.741
H 0.261 -4.415 -3.747
H -0.137 -3.791 -1.515
H -0.318 -2.024 -1.973
H 1.771 -2.178 -1.209
H 1.518 -2.819 -4.370
*
```

E_tot in eV, matching the order above: -44001.56065; -39908.43555; -139594.09567; -68241.47542
Max |F| in eV Å⁻¹, matching the order above: 3.41; 3.46; 3.55; 8.23